# 1
{"formula": "C20H38CuN3O6", "method": "ωB97M-V/def2-TZVPD", "spin_multiplicity": 1, "e_lumo_ev": 0.398, "e_homo_ha": -0.23836, "species": ["Cu", "C", "C", "N", "C", "C", "N", "C", "C", "H", "H", "H", "H", "H", "H", "H", "H", "H", "H", "H", "C", "C", "C", "N", "C", "C", "C", "C", "C", "H", "H", "H", "H", "H", "H", "H", "H", "H", "H", "H", "H", "H", "H", "H", "H", "H", "H", "C", "C", "O", "O", "H", "H", "H", "C", "C", "O", "O", "H", "H", "H", "C", "C", "O", "O", "H", "H", "H"], "xyz": [[-1.428, -7.281, 16.922], [-1.937, -8.782, 12.225], [-0.422, -8.734, 12.340], [0.212, -7.382, 12.401], [0.755, -6.638, 11.326], [1.108, -5.412, 11.732], [0.905, -5.355, 13.081], [0.361, -6.570, 13.512], [1.053, -4.195, 13.919], [-2.362, -8.331, 13.122], [-2.326, -9.801, 12.242], [-2.437, -8.368, 11.349], [0.095, -9.281, 11.552], [-0.016, -9.305, 13.175], [0.793, -7.121, 10.360], [1.494, -4.570, 11.175], [0.030, -6.786, 14.517], [1.818, -4.435, 14.658], [0.076, -4.002, 14.363], [1.320, -3.393, 13.231], [-3.194, -4.122, 20.359], [-3.913, -5.303, 19.758], [-4.702, -6.116, 20.769], [-4.890, -7.605, 20.304], [-6.031, -7.704, 19.300], [-5.230, -8.446, 21.595], [-4.196, -9.632, 21.492], [-3.637, -9.679, 20.113], [-3.590, -8.217, 19.696], [-2.670, -4.452, 21.257], [-3.961, -3.389, 20.608], [-2.413, -3.748, 19.697], [-3.125, -5.825, 19.216], [-4.504, -5.007, 18.891], [-5.689, -5.664, 20.861], [-4.232, -6.197, 21.749], [-6.861, -7.173, 19.768], [-6.210, -8.757, 19.086], [-5.932, -7.155, 18.364], [-6.279, -8.736, 21.533], [-5.165, -7.851, 22.507], [-4.618, -10.586, 21.808], [-3.381, -9.582, 22.214], [-4.296, -10.249, 19.457], [-2.620, -10.071, 20.086], [-3.684, -8.126, 18.614], [-2.716, -7.653, 20.023], [-3.552, -4.305, 15.793], [-3.347, -5.867, 15.818], [-3.885, -6.550, 16.676], [-2.510, -6.433, 15.098], [-3.282, -3.838, 16.740], [-4.554, -4.049, 15.451], [-2.803, -3.921, 15.100], [0.140, -11.126, 17.299], [-0.625, -9.868, 16.816], [-0.184, -9.125, 15.913], [-1.632, -9.609, 17.463], [-0.436, -11.592, 18.100], [1.065, -10.900, 17.829], [0.498, -11.721, 16.460], [0.275, -3.585, 18.336], [0.165, -5.023, 17.953], [-0.395, -5.881, 18.735], [0.562, -5.384, 16.817], [-0.405, -2.962, 17.755], [1.274, -3.153, 18.378], [-0.185, -3.571, 19.324]], "forces_ev_per_angstrom": [[0.37, -0.26, -0.07], [-0.52, 0.05, 0.77], [1.07, -0.53, -0.36], [1.04, 2.70, 1.25], [-1.23, -2.04, -0.30], [0.25, 0.02, 0.24], [-1.68, -3.47, 0.64], [0.24, 0.86, -2.70], [-0.04, 0.10, 0.00], [-0.08, 0.28, -0.01], [0.56, -0.30, 0.13], [0.64, 0.49, -0.15], [-0.18, 0.44, -0.66], [-0.64, 0.41, 0.71], [0.01, 0.30, 0.01], [0.03, -0.19, 0.10], [-0.02, -0.05, 0.25], [-0.26, 0.53, 0.18], [0.34, 0.15, 0.35], [0.18, 0.17, 0.40], [-0.44, 0.01, 0.52], [0.92, -0.24, -1.20], [0.34, -0.88, -1.29], [-0.05, 0.95, 0.67], [-0.05, 0.46, 0.67], [0.92, -0.72, -1.42], [-0.69, -0.38, 1.91], [0.17, 0.72, -0.44], [-0.99, -0.14, -0.56], [-0.01, 0.17, 0.20], [0.47, 0.55, 0.21], [-0.37, 0.17, -0.11], [-0.01, -0.77, 0.43], [-0.54, 0.14, 0.24], [-0.14, -0.34, 0.31], [0.18, 0.22, -0.19], [-0.35, -0.67, 0.26], [-0.18, 0.17, 0.15], [1.20, -0.08, 0.02], [0.15, -0.27, -0.28], [0.42, 0.14, -0.32], [-0.57, 0.01, -0.28], [0.04, 0.88, 0.11], [0.25, -0.01, -0.21], [-0.22, -0.21, -0.22], [0.23, 0.33, -0.01], [-0.14, -0.17, 0.26], [0.77, -1.06, -0.85], [0.84, 0.75, 0.51], [-2.68, -0.29, 2.88], [1.98, 0.73, -2.30], [-0.46, -0.33, 0.27], [0.04, 0.10, 0.23], [-0.24, 0.11, -0.29], [0.42, 0.53, -0.08], [1.72, -0.36, 0.07], [0.69, 0.03, -0.78], [-2.26, 0.81, 1.57], [-0.30, -0.59, -0.68], [0.17, 0.78, -0.17], [-0.53, -0.46, 0.11], [-0.88, 0.39, 1.52], [-0.46, -2.98, -1.05], [-0.20, 1.36, -0.36], [0.14, 0.67, -0.41], [0.28, -0.07, -0.52], [-0.05, -0.22, -0.24], [0.40, 0.41, 0.36]]}

---

# 2
{"formula": "C4H10OS", "method": "ωB97M-V/def2-TZVPD", "spin_multiplicity": 1, "e_lumo_ev": 0.714, "smiles": "C1CCSC1.O", "e_homo_ha": -0.30336, "de_lowest_kj_mol": 40.02, "species": ["C", "C", "C", "S", "C", "H", "H", "H", "H", "H", "H", "H", "H", "O", "H", "H"], "xyz": [[0.240, -1.068, 1.665], [0.539, 0.420, 1.334], [0.358, 0.701, -0.109], [0.738, -0.854, -0.998], [0.746, -1.920, 0.475], [-0.854, -1.199, 1.765], [0.703, -1.356, 2.629], [1.601, 0.405, 1.645], [0.002, 1.119, 2.004], [0.910, 1.603, -0.436], [-0.716, 0.868, -0.319], [0.409, -2.964, 0.325], [1.845, -1.937, 0.604], [-2.466, 2.012, -3.257], [-1.505, 1.831, -3.145], [-2.551, 2.337, -4.182]], "forces_ev_per_angstrom": [[-1.84, -0.21, -0.37], [1.33, -1.16, 2.15], [-1.28, 0.19, -0.77], [-0.33, 0.25, -0.88], [2.19, 0.83, 0.79], [0.37, -0.08, 0.04], [-0.21, 0.06, -0.58], [-0.14, 0.97, -0.49], [0.19, -0.38, -0.39], [-0.02, -0.79, -0.10], [0.48, 0.25, 0.16], [-0.31, 0.90, 0.07], [-0.45, -0.80, 0.36], [0.89, 0.18, -0.82], [-1.02, 0.16, -0.17], [0.14, -0.36, 1.00]]}

---

# 3
{"formula": "C5H14", "method": "ωB97M-V/def2-TZVPD", "total_charge": -1, "spin_multiplicity": 2, "e_lumo_ev": [4.253, 4.247], "s_squared": 0.750, "e_homo_ha": [0.05530, -0.27467], "de_lowest_kj_mol": 34.66, "species": ["C", "C", "C", "H", "H", "H", "H", "H", "H", "H", "H", "C", "C", "H", "H", "H", "H", "H", "H"], "xyz": [[-0.597, 0.745, 1.747], [-1.983, 0.522, 2.332], [-0.479, 2.033, 0.962], [0.189, 0.662, 2.501], [-0.360, -0.166, 1.191], [-2.694, 0.340, 1.531], [0.160, 2.732, 1.500], [-0.045, 1.924, -0.044], [-1.389, 2.595, 0.752], [-2.027, -0.372, 2.956], [-2.308, 1.369, 2.916], [1.926, -0.984, -2.253], [0.915, -2.129, -2.332], [2.945, -1.323, -2.032], [2.170, -0.477, -3.189], [1.663, -0.306, -1.449], [0.812, -2.499, -3.353], [-0.084, -1.750, -2.102], [1.186, -2.916, -1.634]], "forces_ev_per_angstrom": [[-0.12, -0.97, 0.17], [0.17, -0.33, 0.07], [0.64, 0.58, -0.75], [-0.17, 0.48, 0.37], [-0.11, 0.29, -0.70], [-0.19, 0.20, -0.20], [0.14, 0.16, 0.04], [0.15, -0.27, 0.29], [-0.44, -0.35, 0.35], [0.14, -0.06, 0.19], [-0.23, 0.32, 0.23], [1.10, -0.37, -0.06], [-0.10, 0.65, -0.46], [-0.14, -0.45, 0.42], [-0.89, 0.39, -0.08], [-0.07, 0.39, -0.12], [0.29, -0.38, 0.00], [0.02, -0.07, 0.29], [-0.19, -0.19, -0.02]]}

---

# 4
{"formula": "H3NS2", "method": "ωB97M-V/def2-TZVPD", "spin_multiplicity": 1, "e_lumo_ev": -0.386, "e_homo_ha": -0.33048, "de_lowest_kj_mol": 195.63, "species": ["N", "S", "S", "H", "H", "H"], "xyz": [[1.128, -0.605, 1.037], [-1.780, 0.673, -0.289], [0.245, -0.541, -0.237], [0.894, -1.393, 1.634], [-1.371, 1.316, -1.383], [0.884, 0.550, -0.762]], "forces_ev_per_angstrom": [[-0.18, 0.41, 0.40], [0.73, -0.45, 0.38], [0.04, 0.50, -0.25], [-0.16, -0.19, -0.26], [0.06, 0.17, -0.17], [-0.49, -0.44, -0.10]]}

---

# 5
{"formula": "C5H14ClO3PrSSn", "method": "ωB97M-V/def2-TZVPD", "spin_multiplicity": 3, "e_lumo_ev": [-2.761, -2.980], "s_squared": 2.489, "e_homo_ha": [-0.27517, -0.27708], "species": ["Pr", "Cl", "C", "C", "H", "H", "H", "H", "H", "H", "Sn", "C", "C", "H", "H", "H", "H", "H", "C", "S", "O", "O", "O", "H", "H", "H"], "xyz": [[0.637, -0.358, -1.579], [1.799, -2.441, -0.721], [2.283, 0.964, -2.824], [-0.510, -0.862, -3.753], [2.072, 1.272, -3.861], [2.378, 1.829, -2.150], [3.159, 0.298, -2.783], [-0.338, -0.263, -4.667], [-1.590, -0.897, -3.529], [-0.134, -1.886, -3.930], [-2.142, 0.498, 0.826], [-2.113, -1.535, 1.654], [-1.210, 1.478, -0.813], [-3.114, -1.991, 1.558], [-1.393, -2.186, 1.137], [-1.855, -1.537, 2.733], [-1.723, 1.589, -1.802], [-0.372, 2.224, -0.785], [0.649, 0.069, 3.996], [0.463, 0.860, 2.370], [-0.991, 1.392, 2.432], [1.422, 1.927, 2.232], [0.526, -0.174, 1.284], [-0.121, 0.436, 4.687], [1.651, 0.318, 4.375], [0.566, -1.025, 3.912]], "forces_ev_per_angstrom": [[0.51, 0.33, -1.19], [0.28, -0.73, 0.16], [-0.73, -0.40, 0.30], [0.18, 0.17, 0.60], [0.12, -0.06, 0.51], [0.49, 0.08, -0.25], [0.08, 0.43, 0.01], [-0.11, -0.22, 0.48], [0.01, -0.23, -0.35], [-0.31, 0.13, -0.10], [1.46, 0.48, 0.43], [-0.69, -0.72, 0.01], [-0.27, -0.04, -0.89], [0.40, 0.31, -0.02], [-0.09, 0.53, -0.07], [-0.09, 0.56, -0.68], [0.09, -0.26, 0.96], [-0.96, -0.33, 0.76], [0.33, -0.21, -0.13], [0.32, -0.09, -0.54], [0.38, -0.75, -0.76], [-0.72, -0.67, 0.32], [-0.50, 1.19, 1.30], [0.23, 0.10, -0.40], [-0.39, -0.02, -0.24], [-0.02, 0.44, -0.23]]}

---

# 6
{"formula": "C36H46CaN5O8S3Si", "method": "ωB97M-V/def2-TZVPD", "total_charge": -1, "spin_multiplicity": 1, "e_lumo_ev": 2.248, "e_homo_ha": -0.19008, "de_lowest_kj_mol": 32.94, "species": ["Ca", "O", "S", "O", "N", "C", "C", "C", "C", "C", "C", "C", "C", "N", "C", "C", "C", "C", "C", "C", "C", "H", "H", "H", "H", "H", "H", "H", "H", "H", "H", "H", "N", "C", "C", "C", "C", "C", "C", "S", "O", "O", "N", "C", "S", "C", "C", "N", "H", "H", "H", "H", "H", "H", "H", "H", "C", "C", "C", "C", "O", "Si", "O", "O", "C", "C", "C", "C", "O", "C", "C", "C", "C", "H", "H", "H", "H", "H", "H", "H", "H", "H", "H", "H", "H", "H", "H", "H", "H", "H", "H", "H", "H", "H", "H", "H", "H", "H", "H", "H"], "xyz": [[0.772, -0.892, 0.176], [3.606, -1.787, -2.901], [3.655, -2.043, -1.478], [4.900, -2.568, -0.959], [3.079, -0.827, -0.616], [3.857, 0.285, -0.390], [5.098, 0.553, -0.944], [5.812, 1.719, -0.618], [5.322, 2.645, 0.259], [4.056, 2.423, 0.847], [3.476, 3.321, 1.771], [2.251, 3.056, 2.309], [1.580, 1.883, 1.913], [2.088, 1.027, 1.059], [3.320, 1.262, 0.522], [2.381, -3.234, -1.112], [2.622, -4.248, -0.200], [1.590, -5.114, 0.131], [0.330, -4.952, -0.427], [0.097, -3.935, -1.345], [1.133, -3.084, -1.707], [5.529, -0.153, -1.639], [6.779, 1.881, -1.079], [5.880, 3.540, 0.507], [4.021, 4.220, 2.039], [1.781, 3.725, 3.018], [0.592, 1.659, 2.305], [3.602, -4.332, 0.250], [1.761, -5.898, 0.857], [-0.477, -5.611, -0.135], [-0.885, -3.794, -1.781], [0.978, -2.286, -2.421], [3.488, 0.605, 7.175], [2.709, -0.019, 6.200], [1.457, -0.542, 6.520], [0.703, -1.194, 5.558], [1.193, -1.327, 4.268], [2.448, -0.823, 3.942], [3.201, -0.178, 4.902], [0.181, -2.029, 3.004], [1.101, -2.536, 1.987], [-0.704, -2.972, 3.642], [-0.546, -0.830, 2.275], [-1.574, -0.153, 2.867], [-2.745, -0.885, 3.959], [-3.560, 0.629, 4.056], [-2.931, 1.540, 3.283], [-1.812, 1.104, 2.616], [2.966, 1.012, 7.934], [4.184, 1.238, 6.814], [1.077, -0.441, 7.530], [-0.267, -1.607, 5.803], [2.829, -0.942, 2.936], [4.181, 0.211, 4.648], [-4.434, 0.763, 4.670], [-3.235, 2.570, 3.159], [-0.033, 1.186, -5.608], [-0.901, 0.224, -4.805], [-2.159, -0.139, -5.589], [-0.107, -1.028, -4.454], [-1.283, 0.927, -3.630], [-1.798, 0.382, -2.159], [-0.681, -0.265, -1.251], [-3.025, -0.687, -2.478], [-3.981, -1.203, -1.554], [-5.189, -0.268, -1.544], [-4.380, -2.575, -2.085], [-3.410, -1.337, -0.143], [-2.561, 1.690, -1.496], [-2.058, 2.968, -1.125], [-3.053, 3.525, -0.113], [-0.681, 2.853, -0.481], [-2.005, 3.852, -2.368], [0.278, 0.734, -6.552], [0.858, 1.450, -5.036], [-0.592, 2.099, -5.821], [-1.898, -0.636, -6.527], [-2.725, 0.767, -5.816], [-2.792, -0.798, -4.996], [0.203, -1.559, -5.357], [-0.718, -1.702, -3.850], [0.788, -0.756, -3.891], [-5.589, -0.172, -2.555], [-4.889, 0.720, -1.196], [-5.973, -0.656, -0.889], [-4.762, -2.485, -3.103], [-5.151, -3.028, -1.457], [-3.511, -3.236, -2.100], [-3.101, -0.368, 0.254], [-2.539, -1.995, -0.141], [-4.166, -1.756, 0.525], [-3.102, 2.858, 0.749], [-4.045, 3.592, -0.563], [-2.751, 4.519, 0.225], [-0.747, 2.211, 0.399], [-0.323, 3.838, -0.169], [0.045, 2.427, -1.177], [-2.995, 3.904, -2.825], [-1.315, 3.428, -3.098], [-1.680, 4.864, -2.112]], "forces_ev_per_angstrom": [[0.03, 0.00, 0.10], [0.02, -0.01, 0.03], [-0.05, -0.07, -0.09], [0.01, 0.00, 0.01], [-0.01, 0.03, 0.05], [-0.02, -0.02, 0.01], [-0.02, -0.04, -0.01], [0.00, 0.05, 0.03], [0.01, -0.04, -0.03], [0.03, 0.02, 0.02], [-0.03, -0.01, 0.01], [0.02, 0.01, -0.02], [-0.03, 0.02, 0.03], [0.01, 0.04, 0.01], [-0.04, 0.00, 0.00], [0.03, 0.05, 0.01], [-0.05, -0.04, -0.01], [0.03, 0.02, 0.00], [0.00, 0.00, 0.00], [0.00, -0.02, 0.00], [0.08, 0.08, 0.04], [0.02, 0.02, 0.00], [0.00, -0.03, -0.01], [-0.01, 0.01, 0.01], [0.01, 0.00, 0.00], [0.00, 0.00, 0.00], [0.01, -0.02, -0.02], [0.00, 0.00, 0.00], [0.00, 0.00, 0.00], [0.00, 0.00, 0.00], [0.00, 0.00, 0.01], [-0.05, -0.04, -0.03], [0.00, -0.01, 0.02], [0.02, 0.00, -0.03], [0.00, 0.00, -0.01], [-0.01, 0.00, 0.01], [0.00, 0.02, -0.02], [-0.02, -0.02, -0.01], [0.00, 0.01, 0.03], [0.01, -0.05, 0.01], [-0.03, 0.01, -0.08], [0.00, 0.02, 0.03], [0.08, 0.00, 0.02], [-0.06, -0.11, 0.06], [0.05, 0.03, -0.05], [-0.06, 0.02, 0.05], [0.09, -0.04, -0.07], [-0.03, 0.08, 0.01], [0.00, 0.00, 0.00], [0.00, 0.00, 0.00], [0.00, 0.00, 0.00], [0.00, 0.00, 0.01], [0.00, 0.01, 0.00], [0.00, 0.00, -0.01], [0.00, 0.01, 0.00], [-0.03, 0.00, 0.02], [0.00, 0.00, -0.02], [0.00, 0.01, 0.03], [-0.01, 0.01, -0.02], [0.02, -0.02, 0.02], [0.01, -0.01, -0.03], [-0.16, -0.08, 0.07], [0.15, 0.07, -0.17], [0.00, 0.03, -0.01], [0.00, 0.01, 0.00], [-0.02, 0.00, 0.00], [0.00, -0.02, 0.00], [0.00, -0.02, 0.01], [0.02, -0.01, 0.07], [0.01, 0.01, -0.05], [-0.01, 0.02, 0.01], [0.00, -0.02, 0.04], [0.00, 0.00, 0.00], [0.00, 0.00, 0.00], [0.00, 0.00, 0.01], [0.00, 0.00, 0.00], [0.00, 0.00, 0.00], [0.00, 0.00, 0.00], [0.01, 0.00, 0.01], [-0.01, 0.02, -0.02], [0.01, 0.01, 0.00], [-0.01, -0.01, 0.00], [0.00, 0.00, 0.00], [0.01, -0.01, 0.00], [0.00, 0.00, 0.00], [0.00, 0.00, 0.00], [0.00, 0.00, 0.00], [0.00, 0.01, 0.00], [-0.01, 0.00, -0.02], [0.00, 0.01, 0.00], [0.00, 0.00, 0.00], [-0.01, 0.00, -0.01], [0.00, -0.01, 0.00], [0.00, 0.00, -0.01], [0.01, 0.00, -0.02], [-0.01, 0.01, -0.01], [0.00, 0.00, -0.01], [0.00, 0.01, -0.01], [0.00, 0.00, 0.00], [0.00, -0.01, 0.01]]}

---

What did the third record say?
{"formula": "C5H14", "method": "ωB97M-V/def2-TZVPD", "total_charge": -1, "spin_multiplicity": 2, "e_lumo_ev": [4.253, 4.247], "s_squared": 0.750, "e_homo_ha": [0.05530, -0.27467], "de_lowest_kj_mol": 34.66, "species": ["C", "C", "C", "H", "H", "H", "H", "H", "H", "H", "H", "C", "C", "H", "H", "H", "H", "H", "H"], "xyz": [[-0.597, 0.745, 1.747], [-1.983, 0.522, 2.332], [-0.479, 2.033, 0.962], [0.189, 0.662, 2.501], [-0.360, -0.166, 1.191], [-2.694, 0.340, 1.531], [0.160, 2.732, 1.500], [-0.045, 1.924, -0.044], [-1.389, 2.595, 0.752], [-2.027, -0.372, 2.956], [-2.308, 1.369, 2.916], [1.926, -0.984, -2.253], [0.915, -2.129, -2.332], [2.945, -1.323, -2.032], [2.170, -0.477, -3.189], [1.663, -0.306, -1.449], [0.812, -2.499, -3.353], [-0.084, -1.750, -2.102], [1.186, -2.916, -1.634]], "forces_ev_per_angstrom": [[-0.12, -0.97, 0.17], [0.17, -0.33, 0.07], [0.64, 0.58, -0.75], [-0.17, 0.48, 0.37], [-0.11, 0.29, -0.70], [-0.19, 0.20, -0.20], [0.14, 0.16, 0.04], [0.15, -0.27, 0.29], [-0.44, -0.35, 0.35], [0.14, -0.06, 0.19], [-0.23, 0.32, 0.23], [1.10, -0.37, -0.06], [-0.10, 0.65, -0.46], [-0.14, -0.45, 0.42], [-0.89, 0.39, -0.08], [-0.07, 0.39, -0.12], [0.29, -0.38, 0.00], [0.02, -0.07, 0.29], [-0.19, -0.19, -0.02]]}